# 1
14
Properties=species:S:1:pos:R:3:mulliken_charge:R:1 method="wB97M-V/def2-TZVPD" multiplicity=1 total_charge=0 max_force_ev_per_a=1.34 e_above_lowest_kj_mol=530.2 lumo_energy_ev="0.406 / 0.432"
O -1.834 -0.742 -1.370 -0.47
N -0.005 0.125 -0.044 0.15
C -1.095 0.389 -1.079 -0.46
C -0.444 -0.202 1.140 0.14
C -0.567 -1.166 1.999 -0.67
C 1.262 0.231 -0.436 -0.11
C 2.233 1.091 -0.245 -0.59
H -0.224 -2.177 1.812 0.26
H -1.794 1.123 -0.671 0.33
H -1.012 -0.996 2.967 0.24
H -0.574 0.802 -1.953 0.33
H -1.262 -1.409 -1.773 0.33
H 3.212 0.911 -0.652 0.25
H 2.104 2.021 0.306 0.27



# 2
40
Properties=species:S:1:pos:R:3:mulliken_charge:R:1 method="wB97M-V/def2-TZVPD" multiplicity=1 smiles="CC1=N[C@@H]2C(N3CCN(C)CC3)=Nc3ncc(Cl)cc3[C@@H]2O1" total_charge=0 max_force_ev_per_a=2.77 e_above_lowest_kj_mol=0.0 lumo_energy_ev=0.450
Cl 4.622 -1.416 -3.394 -0.22
O -0.229 -2.897 -1.840 -0.44
N -1.268 0.307 1.714 0.03
N 2.512 0.722 -0.827 -0.72
N 0.621 0.393 0.405 -0.23
N -1.930 -1.628 -1.096 -0.49
N -3.120 2.479 1.364 -0.08
C -3.870 3.602 0.790 -1.04
C -1.507 -2.389 -2.039 0.58
C -0.970 1.625 2.324 -0.88
C 2.377 -1.787 -1.984 -0.98
C -1.686 2.722 1.540 -0.62
C 1.393 -1.314 -1.101 0.84
C -2.734 0.058 1.683 -1.11
C -3.430 1.112 0.785 -0.68
C 1.493 -0.056 -0.547 -0.15
C 0.317 -2.238 -0.683 -0.11
C 3.457 0.353 -1.697 -0.45
C -0.500 -0.240 0.682 0.41
C 3.409 -0.912 -2.292 0.35
C -0.887 -1.539 -0.033 -0.08
C -2.334 -2.696 -3.265 -1.05
H -3.269 -2.162 -3.236 0.31
H -2.576 -3.768 -3.289 0.29
H -3.121 0.103 2.711 0.45
H -2.964 -0.932 1.288 0.45
H -1.766 -2.369 -4.159 0.29
H 0.704 -2.998 -0.003 0.48
H 2.326 -2.822 -2.293 0.45
H -3.054 1.041 -0.230 0.38
H -4.160 4.301 1.570 0.29
H -1.286 1.636 3.358 0.37
H 4.294 0.975 -2.020 0.35
H -4.508 0.914 0.739 0.52
H 0.113 1.881 2.317 0.40
H -1.254 -2.189 0.777 0.55
H -1.149 2.891 0.570 0.35
H -3.288 4.157 0.088 0.34
H -4.747 3.200 0.290 0.38
H -1.528 3.689 2.046 0.46



# 3
140
Properties=species:S:1:pos:R:3:lowdin_spin:R:1 method="wB97M-V/def2-TZVPD" multiplicity=2 s2=0.751 total_charge=-1 max_force_ev_per_a=4.73 lumo_energy_ev="1.271 / 1.270"
S -5.547 6.410 26.320 0.23
S -3.948 13.676 21.110 0.00
S 1.471 8.708 23.223 0.00
S -8.187 15.926 23.319 0.00
S -4.885 8.578 29.749 0.01
S -3.463 6.154 21.358 0.01
S -6.354 13.465 26.408 0.00
O -10.083 11.373 22.935 0.01
O -7.744 9.485 26.390 0.00
O -9.164 7.706 26.090 0.05
O -4.728 10.658 25.085 0.00
O -5.700 6.200 18.016 0.00
O -8.252 10.598 21.890 0.00
O 0.588 7.475 23.455 0.00
O -6.932 5.135 19.716 0.01
O -6.670 7.379 19.712 0.00
O -4.394 7.331 26.016 0.01
O -0.366 15.153 24.984 0.00
O -2.465 10.255 25.316 0.00
O -4.636 9.424 30.954 0.00
O -5.400 10.426 18.083 0.00
O -3.497 10.078 23.368 0.00
O -1.195 5.687 26.796 0.00
O -10.206 10.804 20.756 0.01
O -8.734 16.983 22.402 0.00
O -4.508 6.863 22.214 0.00
O -0.151 7.377 27.727 0.00
O -7.212 14.592 25.857 0.00
O -0.073 5.447 28.825 0.00
O -8.582 8.332 28.095 0.00
O -5.110 13.912 22.110 0.00
O 1.244 13.673 25.333 0.00
O -5.782 9.435 16.005 0.00
O -0.654 13.556 26.491 0.00
O -7.471 10.413 17.257 0.00
C -3.497 10.345 24.639 0.00
C -2.404 14.018 22.037 0.00
C -0.490 6.077 27.859 0.00
C -1.943 6.098 22.345 0.00
C -9.126 6.977 28.215 0.04
C -6.388 16.346 23.447 0.00
C -11.486 11.112 21.090 0.01
C -9.401 10.920 21.824 0.01
C -7.463 7.115 20.827 0.01
C -6.123 13.685 28.208 0.00
C 1.883 8.783 21.348 0.00
C 0.048 12.447 26.884 0.00
C 0.049 14.218 25.580 0.00
C -7.592 11.081 18.548 0.00
C -6.590 6.256 24.745 0.03
C -5.640 10.484 24.024 0.00
C 1.325 12.495 26.103 0.00
C -3.948 15.289 20.225 0.00
C -3.391 7.520 29.449 0.00
C 0.288 10.184 23.210 0.00
C -4.681 9.742 28.289 0.00
C -4.780 10.255 22.830 0.00
C -6.162 11.210 18.983 0.00
C -6.166 9.988 17.055 0.00
C -9.778 6.717 26.893 0.11
C -11.331 11.769 22.397 0.01
C -0.734 7.939 26.527 0.00
C -6.327 6.298 19.049 0.00
C -8.437 8.616 26.814 0.01
C -4.687 4.808 25.979 0.02
C -1.245 6.720 25.858 0.00
C -3.817 4.315 21.552 0.01
C -4.633 13.874 26.018 0.00
C -8.193 14.280 22.398 0.00
C -7.505 5.586 20.958 0.03
H -0.678 11.721 26.520 0.00
H -11.440 12.850 22.303 0.00
H -3.001 3.672 21.221 0.00
H -4.833 9.352 27.282 0.00
H -5.463 13.017 28.761 0.00
H -1.134 5.582 21.829 0.00
H -6.465 9.835 24.318 0.00
H -10.828 6.983 27.019 0.02
H -4.791 15.325 19.535 0.00
H -8.161 10.473 19.252 0.00
H 2.095 12.634 26.862 0.00
H -3.375 6.991 28.496 0.00
H -4.539 13.950 24.935 0.00
H -1.943 13.157 22.521 0.00
H -2.603 14.660 22.895 0.00
H -1.619 14.449 21.415 0.00
H -8.062 12.064 18.510 0.00
H -5.702 15.572 23.793 0.00
H -1.468 8.731 26.679 0.00
H -3.866 10.453 28.423 0.00
H 0.670 11.183 22.999 0.00
H -12.000 10.169 21.274 0.01
H -5.128 9.368 22.301 0.00
H -5.533 4.139 26.131 0.04
H 0.158 12.450 27.968 0.00
H -4.408 14.858 26.431 0.00
H -5.829 14.730 28.302 0.00
H -4.836 11.050 22.086 0.00
H -7.277 5.425 24.910 0.06
H -6.996 5.164 21.825 0.01
H -3.261 6.975 30.384 0.00
H -6.996 7.419 21.764 0.00
H -0.202 10.063 24.176 0.00
H -4.120 4.153 22.587 0.01
H -8.930 13.716 22.969 0.00
H -7.058 7.206 24.490 0.00
H -7.222 13.801 22.524 0.00
H -3.803 4.549 26.563 0.00
H -9.941 6.933 28.936 0.01
H -8.339 6.263 28.460 0.02
H 1.725 11.628 25.579 0.00
H -2.306 6.904 25.688 0.00
H -4.337 4.939 24.955 0.00
H -0.686 6.513 24.946 0.00
H -4.679 4.042 20.945 0.00
H 1.059 8.218 20.910 0.00
H -7.130 13.591 28.616 0.00
H -6.134 16.687 22.444 0.00
H -3.907 13.175 26.432 0.00
H -5.894 6.009 23.943 0.00
H -2.958 15.478 19.811 0.00
H -9.644 5.727 26.456 0.09
H -8.468 14.295 21.343 0.00
H -0.432 9.959 22.424 0.00
H -5.746 12.193 18.764 0.00
H 2.737 8.218 20.973 0.00
H -5.887 10.983 20.013 0.00
H -8.485 5.114 21.036 0.03
H -1.699 7.153 22.477 0.00
H 1.908 9.748 20.841 0.00
H -8.436 7.606 20.802 0.01
H -5.541 10.411 28.326 0.00
H -2.049 5.624 23.321 0.00
H -2.536 8.195 29.455 0.00
H -12.132 11.549 23.102 0.00
H -0.004 8.479 25.924 0.00
H -4.059 16.121 20.920 0.00
H -6.123 11.403 23.694 0.00
H -6.291 17.209 24.106 0.00
H -12.041 11.661 20.330 0.00